Here is 6 unconnected molecules or ions with the total composition C2H16NO4 at a distorted geometry from the OMol25 dataset. Energies are from wB97M-V/def2-TZVPD.

orbital gap	4.5	eV
total charge	+1
strongest force on any atom	2.7	eV/A
molar mass	118.15	g mol⁻¹
highest occupied orbital energy	-14.47	eV

Each line ends with the natural charge from an NBO analysis.
Geometry (Å):
C (0.4189, 1.7547, 0.2151)  -0.55
C (-0.5939, 1.0133, 1.0638)  -0.28
N (-0.8494, -0.2746, 0.6072)  -0.36
H (0.4390, 2.7971, 0.4973)  0.26
H (0.2215, 1.6453, -0.8423)  0.24
H (1.3828, 1.2670, 0.4864)  0.33
H (-1.5420, 1.6048, 1.0708)  0.37
H (-0.3229, 0.8757, 2.1101)  0.28
H (-0.6796, -0.4408, -0.3895)  0.44
H (-0.6525, -1.0997, 1.1731)  0.44
H (-2.0892, -1.0127, -3.2168)  0.01
H (3.2061, 0.0590, -1.1292)  0.48
H (1.1128, -0.7653, -1.3488)  0.48
O (2.3185, -0.0345, -0.7360)  -0.74
H (-2.7465, -1.2873, -3.0108)  -0.01
H (1.1018, -2.1094, -2.0881)  0.50
O (0.5053, -1.5132, -1.6067)  -0.89
H (-4.4301, -0.8372, -1.1952)  0.48
H (-4.7539, 0.0932, -0.0411)  0.48
O (-4.0226, -0.3679, -0.4618)  -0.96
H (2.7544, -0.1288, 0.9446)  0.48
H (3.4343, 0.0296, 2.3001)  0.49
O (2.5540, -0.0385, 1.9045)  -0.98

=====

Here is a gas-phase ion, C6H6N5OS (charge -1) at a distorted geometry from the OMol25 dataset. Energies are from wB97M-V/def2-TZVPD.

orbital gap	8.1	eV
total charge	-1
strongest force on any atom	4.9	eV/A
molar mass	196.22	g mol⁻¹
highest occupied orbital energy	-4.95	eV

Each line ends with the natural charge from an NBO analysis.
Geometry (Å):
C (-0.8086, 1.3713, 0.1178)  0.10
C (1.3531, -0.5869, 1.4458)  0.71
C (-0.0301, -0.2463, 1.9202)  -0.52
C (1.1164, -0.7177, -1.2464)  -0.26
C (-0.0261, -1.8592, -1.4375)  -0.52
C (-0.4114, 0.0997, 0.5288)  0.17
N (-1.5778, 2.1865, 0.8153)  -0.34
N (-0.6106, 1.8684, -1.1154)  -0.36
N (-1.7966, 3.2243, 0.0387)  -0.17
N (-1.2403, 3.0117, -1.1342)  -0.15
N (0.8905, -0.3217, 0.1279)  -0.45
O (2.4559, -0.7727, 1.8564)  -0.59
S (-1.4937, -1.3593, -0.4180)  0.00
H (-0.6445, -0.9658, 2.3858)  0.24
H (-0.1104, 0.6446, 2.6722)  0.24
H (2.0722, -1.1307, -1.5241)  0.21
H (0.9668, 0.3224, -1.7158)  0.27
H (-0.3635, -2.1135, -2.4756)  0.22
H (0.2588, -2.6550, -0.8420)  0.20

=====

Here is 8 unconnected molecules or ions with the total composition C33H45N3O11 at a distorted geometry from the OMol25 dataset. Energies are from wB97M-V/def2-TZVPD.

orbital gap	8.6	eV
SMILES	O=[N+]([O-])c1ccccc1.O=[N+]([O-])c1ccccc1.O=[N+]([O-])c1ccccc1.CC(C)=O.CC(C)=O.CC(C)=O.CC(C)=O.CC(C)=O
strongest force on any atom	1.4	eV/A
molar mass	659.73	g mol⁻¹
highest occupied orbital energy	-9.09	eV

Each line ends with the Löwdin charge.
Geometry (Å):
C (34.5469, 18.5963, -29.6645)  -0.07
C (35.0706, 17.3021, -29.6153)  -0.06
C (34.6664, 16.4331, -28.6092)  -0.01
C (33.6882, 16.8204, -27.7062)  -0.15
C (33.1315, 18.0813, -27.7861)  0.01
C (33.5602, 18.9596, -28.7720)  -0.07
N (33.3133, 15.9410, -26.6050)  -0.36
O (34.0803, 15.0646, -26.2903)  0.09
O (32.2168, 16.0956, -26.1246)  0.08
H (34.8411, 19.2874, -30.4432)  0.11
H (35.8207, 16.9978, -30.3307)  0.10
H (35.1636, 15.4761, -28.5282)  0.12
H (32.4149, 18.4471, -27.0600)  0.11
H (33.1672, 19.9672, -28.8071)  0.11
C (22.0561, 16.7922, -27.2856)  -0.07
C (23.1166, 17.6262, -27.0321)  -0.07
C (24.1825, 17.2001, -26.2386)  0.00
C (24.1036, 15.9731, -25.6235)  -0.14
C (23.0002, 15.1423, -25.8415)  -0.01
C (21.9772, 15.5393, -26.6643)  -0.06
N (25.1586, 15.5636, -24.7038)  -0.35
O (26.0758, 16.3243, -24.5405)  0.07
O (25.0310, 14.5303, -24.1026)  0.08
H (21.2669, 17.1043, -27.9586)  0.11
H (23.2105, 18.5824, -27.5292)  0.11
H (25.0782, 17.8019, -26.1902)  0.12
H (22.9241, 14.1509, -25.4153)  0.12
H (21.1518, 14.8681, -26.8513)  0.11
C (27.9951, 8.4341, -28.1962)  -0.09
C (28.5098, 7.1807, -27.9898)  -0.07
C (29.7029, 7.0417, -27.2736)  -0.01
C (30.2905, 8.1553, -26.7319)  -0.15
C (29.7800, 9.4411, -26.9410)  0.00
C (28.5726, 9.5622, -27.6189)  -0.07
N (31.5603, 8.0283, -25.9956)  -0.36
O (31.7975, 8.8682, -25.1619)  0.08
O (32.2686, 7.0920, -26.2790)  0.09
H (27.1064, 8.5817, -28.8011)  0.11
H (28.0515, 6.3158, -28.4483)  0.11
H (30.1357, 6.0519, -27.2460)  0.12
H (30.2073, 10.3235, -26.4842)  0.10
H (28.1656, 10.5498, -27.7891)  0.11
C (27.0436, 8.2162, -24.5631)  -0.01
C (27.2207, 8.9902, -23.2798)  -0.48
O (26.2909, 9.2651, -22.5619)  0.06
C (28.6556, 9.4191, -23.0125)  -0.01
H (26.1401, 8.5777, -25.0632)  0.07
H (26.7530, 7.1911, -24.3127)  0.10
H (27.8931, 8.2724, -25.2321)  0.04
H (29.0605, 8.8705, -22.1600)  0.09
H (28.7228, 10.4854, -22.7976)  0.08
H (29.3246, 9.2507, -23.8552)  0.05
C (29.7755, 20.2932, -23.3452)  -0.02
C (30.2951, 19.1111, -24.1514)  -0.49
O (31.2634, 19.3027, -24.8555)  0.05
C (29.5517, 17.8163, -24.1085)  -0.02
H (29.5006, 19.9732, -22.3367)  0.08
H (28.8137, 20.5664, -23.7919)  0.09
H (30.4898, 21.1036, -23.3912)  0.08
H (29.7216, 17.2042, -24.9913)  0.07
H (28.4734, 17.9363, -24.0023)  0.08
H (29.9335, 17.2948, -23.2252)  0.10
C (23.9037, 11.3624, -28.0540)  -0.02
C (24.9324, 12.0120, -27.1765)  -0.50
O (25.4461, 13.0596, -27.4934)  0.06
C (25.3078, 11.3413, -25.8770)  -0.01
H (23.7068, 12.0309, -28.8944)  0.08
H (22.9421, 11.2455, -27.5456)  0.08
H (24.1538, 10.3817, -28.4602)  0.08
H (25.4388, 12.1235, -25.1301)  0.07
H (26.2488, 10.8031, -26.0088)  0.07
H (24.5629, 10.6398, -25.5023)  0.09
C (28.0969, 13.8735, -24.6990)  -0.01
C (29.4517, 13.2091, -24.6020)  -0.47
O (29.6472, 12.0802, -25.0033)  0.05
C (30.5741, 14.0274, -24.0010)  -0.01
H (27.7772, 14.2149, -23.7150)  0.09
H (27.3761, 13.2010, -25.1457)  0.06
H (28.3088, 14.7636, -25.2976)  0.09
H (30.3376, 14.2351, -22.9542)  0.09
H (30.7051, 14.9378, -24.5820)  0.05
H (31.4877, 13.4417, -23.9953)  0.06
C (33.1049, 8.9367, -21.1755)  -0.02
C (32.2419, 10.1266, -21.5229)  -0.50
O (31.1424, 10.2787, -21.0428)  0.06
C (32.8183, 11.1256, -22.4915)  -0.02
H (34.0512, 9.3012, -20.7674)  0.08
H (33.4341, 8.4054, -22.0733)  0.09
H (32.5566, 8.2746, -20.5137)  0.08
H (32.4162, 12.1284, -22.3898)  0.07
H (32.6040, 10.7705, -23.5039)  0.08
H (33.9039, 11.2079, -22.3976)  0.08

=====

Here is a molecular structure, C8H11AuClN2S2Si from the OMol25 dataset. Energies are from wB97M-V/def2-TZVPD.

orbital gap (spin up / spin down)	7.2 / 5.5	eV
expectation value of S²	2.033
2S+1	3
total charge	-1
strongest force on any atom	0.7	eV/A
molar mass	459.83	g mol⁻¹
highest occupied orbital energy (spin up / spin down)	-4.80 / -5.25	eV

Each line ends with the natural charge from an NBO analysis.
Geometry (Å):
Au (0.0026, 0.2830, -0.0276)  0.83
S (0.5026, 0.0135, 2.4755)  -0.02
C (2.1642, 0.3398, 2.4692)  -0.32
C (2.7407, 0.5481, 3.7620)  0.25
N (3.1813, 0.7153, 4.8124)  -0.31
C (3.0186, 0.4243, 1.3537)  -0.32
S (2.5995, 0.2714, -0.2772)  -0.03
C (4.4066, 0.6750, 1.5969)  0.25
N (5.5301, 0.8565, 1.7702)  -0.31
C (1.6490, -3.1280, -1.7667)  -1.11
Si (0.2112, -3.1702, -0.5462)  1.61
C (-0.8359, -4.6860, -1.0214)  -1.10
C (0.8285, -3.4501, 1.2134)  -1.11
C (-0.8507, -1.6328, -0.6543)  -1.10
H (2.2287, -4.0538, -1.7310)  0.23
H (2.3269, -2.3030, -1.5491)  0.24
H (1.2868, -2.9968, -2.7896)  0.23
H (-0.2321, -5.5956, -0.9605)  0.22
H (-1.2118, -4.6008, -2.0437)  0.23
H (-1.6939, -4.8068, -0.3562)  0.23
H (1.4209, -4.3650, 1.2943)  0.23
H (-0.0079, -3.5270, 1.9127)  0.23
H (1.4519, -2.6174, 1.5430)  0.24
H (-1.7399, -1.6897, -0.0228)  0.21
H (-1.1634, -1.4026, -1.6752)  0.22
Cl (-1.1788, 2.1435, -0.9788)  -0.73

=====

Here is a single C6H12ClNS molecule at a distorted geometry from the OMol25 dataset. Energies are from wB97M-V/def2-TZVPD.

orbital gap (spin up / spin down)	5.0 / 3.1	eV
strongest force on any atom	1.5	eV/A
molar mass	165.69	g mol⁻¹
highest occupied orbital energy (spin up / spin down)	-6.44 / -5.29	eV

Each line ends with the natural charge from an NBO analysis.
Geometry (Å):
C (-0.2736, 2.5373, -0.8918)  -0.24
C (-0.6582, 2.1653, 0.5567)  -0.53
C (-1.5670, -0.5232, 0.2501)  -0.07
C (-0.0117, -1.8779, 1.6102)  -0.58
C (0.1981, -1.8689, -0.8976)  -0.60
C (-0.1721, -1.0371, 0.3330)  -0.36
N (0.7829, 1.7421, -1.3525)  -0.92
S (-2.0937, 1.0538, 0.6336)  0.51
Cl (-2.8498, -1.6285, 0.0214)  0.10
H (-1.1933, 2.5198, -1.5122)  0.15
H (0.0332, 3.5990, -0.8485)  0.16
H (0.1863, 1.7243, 1.0776)  0.24
H (-1.0076, 3.0375, 1.1062)  0.23
H (-0.6919, -2.7252, 1.5855)  0.21
H (-0.2283, -1.2779, 2.4920)  0.21
H (1.0089, -2.2439, 1.6772)  0.23
H (0.3529, -1.2206, -1.7546)  0.24
H (-0.5834, -2.5882, -1.1288)  0.20
H (1.1238, -2.4029, -0.6973)  0.22
H (0.5085, -0.1841, 0.3661)  0.28
H (0.7899, 1.7008, -2.3670)  0.31

=====

Here is a molecular structure, C17H16BrCl2N2O2V from the OMol25 dataset. Energies are from wB97M-V/def2-TZVPD.

orbital gap (spin up / spin down)	7.4 / 6.8	eV
expectation value of S²	0.764
2S+1	2
total charge	+1
strongest force on any atom	0.1	eV/A
molar mass	482.08	g mol⁻¹
highest occupied orbital energy (spin up / spin down)	-10.48 / -9.89	eV

Each line ends with the natural charge from an NBO analysis.
Geometry (Å):
V (0.3115, -0.5633, 1.4573)  0.81
O (-1.3314, 0.6175, 2.2664)  -0.72
C (-1.3578, 1.0759, 3.5910)  0.36
C (-2.5112, 1.6739, 4.0620)  -0.29
C (-2.5632, 2.1307, 5.3699)  -0.17
C (-1.4597, 1.9857, 6.1948)  -0.21
C (-0.3143, 1.3805, 5.7021)  -0.16
C (-0.2345, 0.9124, 4.3946)  -0.16
C (1.0549, 0.2693, 3.9145)  0.24
O (0.8359, -0.8960, 3.1977)  -0.74
N (1.8428, 1.1945, 3.0608)  -0.42
N (1.3354, 1.2220, 1.7920)  -0.26
C (1.4878, 2.2513, 1.0479)  -0.04
C (1.0124, 2.2706, -0.3233)  -0.09
Br (0.1282, 0.6557, -0.9088)  0.17
C (1.0963, 3.2652, -1.2062)  -0.14
C (1.8132, 4.5336, -0.9860)  -0.11
C (3.0987, 4.5681, -0.4463)  -0.16
C (3.7465, 5.7796, -0.2620)  -0.21
C (3.1185, 6.9651, -0.6153)  -0.19
C (1.8472, 6.9368, -1.1730)  -0.19
C (1.2020, 5.7276, -1.3691)  -0.18
H (-2.2409, 0.5195, 1.9627)  0.50
H (-3.3700, 1.7867, 3.4090)  0.22
H (-3.4678, 2.5953, 5.7370)  0.23
H (-1.4923, 2.3322, 7.2182)  0.23
H (0.5442, 1.2489, 6.3503)  0.22
H (1.6863, 0.0743, 4.7861)  0.19
H (1.9762, 2.1174, 3.4657)  0.37
H (1.9681, 3.1525, 1.4178)  0.22
H (0.5897, 3.1530, -2.1584)  0.24
H (3.6092, 3.6426, -0.2091)  0.21
H (4.7487, 5.7965, 0.1450)  0.22
H (3.6257, 7.9097, -0.4721)  0.23
H (1.3613, 7.8585, -1.4632)  0.23
H (0.2142, 5.7064, -1.8131)  0.22
Cl (-0.6462, -2.8824, 1.1117)  0.10
C (1.0082, -3.5521, 1.0108)  -0.37
Cl (2.0845, -2.2153, 0.5485)  0.11
H (1.0400, -4.3336, 0.2606)  0.25
H (1.2891, -3.8956, 1.9991)  0.25

=====

Here is a molecular structure, C13H15FMoN2O7SSe at a distorted geometry from the OMol25 dataset. Energies are from wB97M-V/def2-TZVPD.

orbital gap (spin up / spin down)	5.4 / 5.2	eV
total charge	+2
strongest force on any atom	1.5	eV/A
molar mass	537.23	g mol⁻¹
highest occupied orbital energy (spin up / spin down)	-15.31 / -15.29	eV

Each line ends with the natural charge from an NBO analysis.
Geometry (Å):
Mo (-0.1779, 0.3534, 0.5977)  1.71
N (-3.4504, -0.7206, 0.6744)  -0.70
C (-2.6835, -1.3586, -0.1965)  0.51
C (-3.1352, -2.5999, -0.7152)  -0.29
C (-2.5597, -3.1108, -1.8268)  -0.05
C (-1.5197, -2.3823, -2.4691)  -0.23
C (-1.0264, -1.2866, -1.8683)  0.03
N (-1.5001, -0.7861, -0.6483)  -0.60
H (-4.2555, -1.1904, 1.0593)  0.44
H (-3.2382, 0.1893, 1.0422)  0.42
H (-3.9711, -3.0847, -0.2291)  0.26
H (-2.9187, -4.0391, -2.2511)  0.26
H (-1.1117, -2.7029, -3.4159)  0.26
H (-0.2247, -0.7274, -2.3146)  0.24
F (0.9304, 3.4886, -3.0904)  -0.25
C (1.0198, 3.1315, -1.8336)  0.50
C (2.3311, 3.0682, -1.2687)  -0.19
C (2.4916, 2.6351, 0.0007)  -0.15
C (1.3489, 2.2935, 0.8054)  0.01
C (1.4077, 1.5255, 1.9624)  -0.38
C (0.0170, 2.5427, 0.2672)  -0.36
C (-0.1102, 2.9236, -1.1040)  -0.28
H (3.1680, 3.3915, -1.8752)  0.28
H (3.4724, 2.5971, 0.4585)  0.26
H (0.6803, 1.6531, 2.7582)  0.28
H (2.3700, 1.1544, 2.2913)  0.26
H (-0.7177, 2.9584, 0.9520)  0.31
H (-1.0786, 3.1430, -1.5342)  0.28
C (3.5980, -0.9567, -0.1952)  -0.89
S (1.8741, -1.2538, -0.2695)  2.37
O (1.2527, -1.1566, 1.1155)  -0.86
O (1.5875, -2.4019, -1.0390)  -0.83
O (1.2442, 0.0380, -0.8550)  -0.95
H (4.0878, -1.9249, -0.2937)  0.31
H (3.8452, -0.5024, 0.7622)  0.27
H (3.8540, -0.3101, -1.0326)  0.29
O (-1.2149, -2.2263, 2.1805)  -0.90
Se (-1.3910, -1.2669, 3.4537)  2.58
O (-2.8541, -1.1117, 4.0652)  -0.81
O (-1.3519, 0.6026, 1.7842)  -0.54
O (-0.0899, -0.5890, 4.0953)  -0.86

=====

Here is a single C5H5NO molecule at a distorted geometry from the OMol25 dataset. Energies are from wB97M-V/def2-TZVPD.

orbital gap	10.5	eV
SMILES	N#C[C@@H]1C[C@@H]1C=O
strongest force on any atom	1.7	eV/A
molar mass	95.10	g mol⁻¹
highest occupied orbital energy	-9.81	eV

Each line ends with the natural charge from an NBO analysis.
Geometry (Å):
O (0.1615, 1.0527, 1.5517)  -0.53
C (-0.0574, -0.1341, 1.4638)  0.42
C (0.2097, -0.8937, 0.2415)  -0.32
C (-1.0002, -0.2863, -0.5076)  -0.37
C (0.4280, -0.0074, -0.9219)  -0.32
C (1.0235, 1.2853, -0.5887)  0.29
N (1.6551, 2.2527, -0.5600)  -0.32
H (-0.6516, -0.6639, 2.2158)  0.14
H (0.4104, -1.9693, 0.2046)  0.26
H (-1.5138, 0.6205, -0.1913)  0.25
H (-1.6567, -1.0412, -0.9066)  0.24
H (0.7841, -0.3812, -1.8709)  0.27

=====

Among the records above, which one has the highest strongest force on any atom?
C6H6N5OS

=====

The highest molar mass belongs to which entry?
C33H45N3O11